(1)
Density functional theory data (wB97M-V/def2-TZVPD) for C3H5NO2 in the gas phase at a distorted geometry.

HOMO-LUMO gap in eV: 8.26
ΔE to the lowest compared entry with this formula, charge and spin in kJ/mol: 750.6
HOMO in eV: -8.45
DFT total energy in eV: -8769.915
Spin multiplicity: 1

XYZ file:
```
11
Properties=species:S:1:pos:R:3:forces:R:3:nbo_charge:R:1
C -0.228 0.435 0.340 1.0464 -1.0748 0.1500 0.1710
C 0.323 -0.773 -0.286 0.3746 -0.5281 3.6310 -0.2730
C -1.630 0.591 0.271 -1.2841 -0.9948 2.4225 -0.7915
N 2.326 0.452 0.000 1.5827 0.1460 -0.1396 0.3817
O 3.496 0.328 0.124 -1.1290 0.0743 -0.1305 -0.2841
O 1.765 -0.767 -0.349 -0.2667 -0.5841 -0.4733 -0.3964
H 0.104 -1.718 0.388 0.0297 1.7758 -0.9811 0.2392
H -0.193 -0.955 -1.175 -0.1741 -0.4158 -2.1115 0.2141
H -2.431 -0.147 0.164 0.3915 -0.5224 -0.4594 0.1982
H -1.600 1.268 -0.505 -0.1628 1.7597 -2.6651 0.2943
H -1.931 1.286 1.028 -0.4084 0.3642 0.7570 0.2464
```
Positions in Å, forces in eV/Å.

=====

(2)
Density functional theory data (wB97M-V/def2-TZVPD) for 13 unconnected molecules or ions with the total composition C6H34O12 at a distorted geometry.

HOMO-LUMO gap in eV: 8.33
ΔE to the lowest compared entry with this formula, charge and spin in kJ/mol: 574.2
HOMO in eV: -8.31
DFT total energy in eV: -31339.826
Spin multiplicity: 1

XYZ file:
```
52
Properties=species:S:1:pos:R:3:forces:R:3:nbo_charge:R:1
C -0.825 -0.245 -3.630 -1.7773 3.4186 0.7344 -0.6654
C -1.275 0.225 -2.199 0.7047 -0.1758 0.0683 0.0383
C -0.619 -0.273 -1.129 -0.4171 -0.1759 0.1137 -0.2550
C 0.518 -1.235 -1.080 0.2624 0.2425 2.9342 -0.2432
C 1.038 -1.435 0.201 0.4999 -0.4331 -2.9318 -0.3831
C -2.179 1.507 -2.037 0.8417 -1.2796 -2.2617 -0.6611
H -1.660 0.176 -4.312 1.6280 -1.3271 0.4905 0.2160
H -0.553 -1.257 -3.681 -0.5716 -1.6309 -0.1901 0.2268
H 0.144 0.224 -3.845 -0.5953 0.2969 -0.0854 0.2140
H -0.885 0.091 -0.119 0.0459 -0.0346 -0.6309 0.1898
H 0.900 -1.699 -1.987 0.1188 0.1633 0.3206 0.2263
H 0.509 -0.973 1.012 -0.0580 0.2883 0.2921 0.1803
H 1.989 -1.977 0.499 -1.4336 0.6589 -0.9874 0.2159
H -2.417 1.932 -3.056 -0.2695 -0.5953 1.1877 0.2124
H -1.545 2.204 -1.600 1.5331 1.5760 0.5770 0.2207
H -2.973 1.569 -1.316 -0.8963 -0.8866 -0.0943 0.2315
H 1.924 2.309 3.945 -3.3449 2.7938 2.0258 0.4602
H 2.554 2.070 2.627 0.2332 -1.3431 3.5884 0.4726
O 2.552 1.745 3.655 3.0133 -1.4782 -5.7987 -0.9305
H -1.102 -3.838 -2.980 -0.0704 0.1282 0.6997 0.4803
H -0.458 -3.668 -1.494 -0.3610 -0.0970 -1.3777 0.4863
O -0.313 -3.934 -2.433 0.3876 -0.0313 0.6234 -0.9625
H 0.840 2.300 -0.793 -4.8330 1.4205 1.4297 0.4811
H 1.648 1.610 -1.870 0.0743 0.3601 0.6939 0.4941
O 1.663 2.031 -0.985 4.6333 -1.8293 -2.0154 -0.9773
H -4.254 -1.665 0.133 -0.9223 1.1476 -1.2915 0.4672
H -3.996 -0.551 -0.865 1.6538 1.2352 -0.7977 0.4672
O -4.693 -1.074 -0.551 -0.6728 -2.3523 2.0572 -0.9330
H -0.266 -1.459 3.944 -0.5753 0.6272 0.4917 0.4684
H -0.600 -2.488 3.094 0.2460 -1.9362 -1.5370 0.4971
O -1.072 -1.805 3.528 0.1683 1.5956 1.6247 -0.9871
H 3.924 2.520 -1.854 0.0387 0.0109 -0.0748 0.4592
H 3.361 2.630 -0.433 2.6218 -0.7141 -1.8169 0.5004
O 4.260 2.468 -0.956 -2.2004 0.6737 1.7697 -0.9742
H -2.366 1.277 2.063 0.0661 -0.4121 -0.0115 0.4929
H -3.492 1.984 1.557 -3.1876 0.0733 -0.2678 0.4828
O -2.582 2.049 1.531 2.5002 0.6791 -0.0705 -0.9784
H -1.026 2.230 0.873 -0.8455 -0.4735 -0.0174 0.4946
H -0.339 3.501 1.033 0.2351 0.3853 0.1199 0.4695
O -0.138 2.578 0.878 0.8364 0.4796 -0.0808 -0.9773
H 0.574 -3.982 1.679 0.5821 -0.4342 -0.3587 0.4996
H 1.503 -2.781 2.379 -3.1041 -1.9032 -0.8728 0.5236
O 0.539 -3.209 2.230 3.2099 1.5318 1.1944 -0.9799
H 3.966 -0.518 1.600 0.5291 -1.3920 0.0428 0.4806
H 2.809 -0.331 2.313 0.0151 -1.5440 0.7393 0.4762
O 3.418 -1.113 2.164 -0.5657 2.8948 -0.5519 -0.9502
H -2.622 -1.098 2.411 -1.1859 0.0128 -0.5743 0.4910
H -2.137 -0.178 3.210 -1.1064 0.7136 0.3928 0.4854
O -2.982 -0.229 2.689 2.0156 -1.0611 0.5855 -0.9584
H 2.916 1.054 -4.209 -0.6272 0.1593 0.8273 0.4856
H 1.486 1.341 -4.558 0.1184 0.1490 0.6899 0.4798
O 2.059 1.264 -3.769 0.8084 -0.1754 -1.6177 -0.9510
```
Positions in Å, forces in eV/Å.

=====

(3)
Density functional theory data (wB97M-V/def2-TZVPD) for 3 unconnected molecules or ions with the total composition C4H16N2O2 at a distorted geometry.

HOMO-LUMO gap in eV: 9.50
ΔE to the lowest compared entry with this formula, charge and spin in kJ/mol: 62.5
HOMO in eV: -8.74
DFT total energy in eV: -11482.323
Spin multiplicity: 1
SMILES: CN[C@@H](C)CN.O.O

XYZ file:
```
24
Properties=species:S:1:pos:R:3:forces:R:3:nbo_charge:R:1
C 1.651 -1.337 1.500 0.1183 0.6596 0.0305 -0.4189
N 1.744 0.112 1.371 0.0561 0.3017 0.2394 -0.6379
C 1.098 -0.103 -1.078 -0.6165 0.6175 0.3621 -0.6467
C 1.028 0.706 0.257 0.3776 -0.3775 -0.8856 -0.0496
C -0.402 1.007 0.652 -0.4140 0.5584 -0.3824 -0.2274
N -1.054 1.912 -0.322 0.0780 -0.3277 0.1141 -0.8806
H 2.315 -1.849 0.809 0.0631 -0.3741 -0.1060 0.1681
H 1.919 -1.600 2.525 -0.1542 -0.2200 -0.1001 0.2021
H 0.623 -1.617 1.277 -0.0107 -0.2894 0.1904 0.2081
H 2.695 0.454 1.429 -0.1492 -0.2003 -0.1020 0.3624
H 1.995 -0.701 -1.117 0.2437 -0.1906 -0.1077 0.2198
H 1.096 0.573 -1.939 0.0546 -0.0729 0.0444 0.2072
H 0.215 -0.738 -1.175 0.1934 -0.2556 -0.0097 0.2094
H 1.499 1.669 0.027 0.0294 0.0404 0.3694 0.1866
H -1.045 0.135 0.674 0.2634 -0.5998 0.2099 0.1717
H -0.371 1.413 1.658 -0.0561 0.2631 0.1469 0.1951
H -0.386 2.363 -0.931 0.0274 0.3458 0.2695 0.3598
H -1.619 2.592 0.166 0.0729 0.1994 -0.2647 0.3730
H -2.456 -1.707 0.842 -0.0630 -0.2397 0.1985 0.4604
H -1.955 -1.869 -0.550 -0.0410 -0.2977 -0.1195 0.4810
O -2.103 -2.387 0.257 0.0631 0.6022 -0.2003 -0.9383
H -1.417 0.500 -2.017 -0.1544 -0.0318 0.0241 0.4824
H -2.900 0.483 -1.962 -0.0727 -0.0858 -0.0772 0.4701
O -2.169 -0.012 -2.350 0.0909 -0.0251 0.1559 -0.9580
```
Positions in Å, forces in eV/Å.

=====

(4)
Density functional theory data (wB97M-V/def2-TZVPD) for a gas-phase ion, C10H20NO2 (charge +1) at a distorted geometry.

HOMO-LUMO gap in eV: 10.35
ΔE to the lowest compared entry with this formula, charge and spin in kJ/mol: 347.8
HOMO in eV: -13.52
DFT total energy in eV: -16270.167
Spin multiplicity: 1
SMILES: CCC[C@@H]1[NH2+]CC[C@@H]1CCOC=O
Total charge: +1

XYZ file:
```
33
Properties=species:S:1:pos:R:3:forces:R:3:nbo_charge:R:1
C -3.614 0.353 0.154 0.3923 -0.0543 0.7397 -0.6209
C -2.214 -0.471 -0.039 -1.1623 0.9975 0.1707 -0.4279
C -1.159 0.587 -0.629 -0.8483 -1.2553 -0.7519 -0.4384
C 0.228 -0.041 -1.128 0.8834 3.3754 1.1550 -0.0588
N 0.225 -1.154 -2.140 0.8164 0.4371 -0.7209 -0.5327
C 1.714 -1.423 -2.346 2.1500 0.4885 1.8330 -0.2503
C 2.153 -1.673 -0.798 -0.3281 0.8261 -0.1583 -0.4261
C 1.396 -0.401 -0.081 0.2522 -0.9486 -0.3742 -0.2219
C 1.056 -0.616 1.470 0.9892 0.2704 0.0531 -0.4430
C 1.248 0.763 2.302 0.8819 -1.9869 0.5868 -0.0862
O -0.013 1.448 2.541 2.7466 2.4981 -1.4942 -0.5141
C 0.153 2.818 2.127 -5.5232 0.8400 -1.2173 0.6009
O -0.904 3.398 1.762 4.5743 -1.9770 1.5153 -0.5321
H -3.650 1.288 -0.508 -0.0284 -1.5023 0.8105 0.2148
H -4.531 -0.305 -0.015 1.3331 0.9674 0.1545 0.2300
H -3.640 0.723 1.246 -0.0591 -0.5057 -1.7504 0.2308
H -2.416 -1.358 -0.736 0.5029 1.2285 0.7931 0.1899
H -1.958 -0.872 0.997 -0.0115 0.4898 -1.5485 0.2209
H -1.662 1.044 -1.569 0.8085 -0.7000 1.4328 0.2212
H -1.032 1.466 0.097 0.2216 -1.4771 -0.9972 0.2809
H 0.686 0.840 -1.727 -0.7489 -1.4931 0.7216 0.2205
H -0.158 -0.776 -3.031 -0.2994 -0.8558 0.7855 0.4543
H -0.211 -2.026 -1.785 -0.1604 0.7049 -0.5360 0.4461
H 2.244 -0.417 -2.550 -1.2239 -1.6322 -0.3876 0.2340
H 1.981 -2.210 -3.124 -0.7465 0.9982 1.1613 0.2630
H 3.266 -1.477 -0.584 -1.6973 -0.8895 -0.7056 0.2597
H 1.809 -2.713 -0.451 0.5656 1.6293 -0.2864 0.2291
H 2.172 0.442 -0.155 -1.2647 -1.1276 0.2197 0.2219
H 1.870 -1.327 1.884 -1.2682 1.1081 -0.6948 0.2341
H 0.060 -1.129 1.681 1.2707 0.9176 -0.3732 0.2440
H 2.028 1.408 1.760 -1.2715 -0.7826 0.7379 0.1794
H 1.714 0.459 3.305 -0.8051 0.6136 -1.2886 0.2084
H 1.159 3.350 2.068 -0.9420 -1.2026 0.4145 0.1682
```
Positions in Å, forces in eV/Å.

=====

(5)
Density functional theory data (wB97M-V/def2-TZVPD) for a molecular structure, H4O2Rb.

HOMO-LUMO gap in eV: 9.93
ΔE to the lowest compared entry with this formula, charge and spin in kJ/mol: 85.7
HOMO in eV: -14.18
DFT total energy in eV: -4809.695
Spin multiplicity: 1
Total charge: +1

XYZ file:
```
7
Properties=species:S:1:pos:R:3:forces:R:3:nbo_charge:R:1
Rb -20.914 14.041 6.204 0.0229 0.0094 -0.0981 0.9996
O -17.227 13.384 2.382 -0.1945 0.0693 0.3312 -0.9492
H -16.804 12.610 2.012 0.1650 -0.2181 -0.0683 0.4770
H -17.538 13.875 1.621 -0.0301 0.1592 -0.2206 0.4725
O -24.282 14.989 2.023 0.2479 -0.0438 0.2790 -0.9510
H -24.402 15.555 1.260 -0.0025 0.1847 -0.2024 0.4778
H -25.015 14.374 1.983 -0.2087 -0.1607 -0.0208 0.4734
```
Positions in Å, forces in eV/Å.

=====

(6)
Density functional theory data (wB97M-V/def2-TZVPD) for C15H14ClF3N2O4S in the gas phase at a distorted geometry.

HOMO-LUMO gap in eV: 8.53
HOMO in eV: -8.27
DFT total energy in eV: -58462.414
Spin multiplicity: 1
SMILES: CS(=O)(=O)N(CC(=O)NCc1ccco1)c1cc(C(F)(F)F)ccc1Cl

XYZ file:
```
40
Properties=species:S:1:pos:R:3:forces:R:3:nbo_charge:R:1
C 0.009 -4.197 1.352 0.2816 0.5091 -0.5520 -0.8588
H 0.120 -5.189 0.933 0.0854 -0.1303 -0.1136 0.2576
H -1.033 -3.990 1.556 -0.1704 0.0405 0.0120 0.2458
H 0.619 -4.094 2.239 0.1033 0.0473 0.1447 0.2389
S 0.556 -3.039 0.074 -0.5254 -0.4508 0.8021 2.3284
O 1.993 -3.072 0.025 0.1004 -0.1641 0.2836 -0.9604
O -0.199 -3.310 -1.105 -0.3474 -0.0793 0.0749 -0.9245
N 0.059 -1.573 0.698 0.2977 -1.0170 -0.2231 -0.7317
C -0.746 -0.705 -0.051 -0.4301 0.2546 -0.6732 0.1979
C -1.907 -0.184 0.510 0.0228 0.0952 -0.1890 -0.1967
C -2.720 0.662 -0.225 0.0132 0.0487 0.1063 -0.1394
C -2.404 0.988 -1.538 0.0427 -0.1010 0.2144 -0.1577
C -1.252 0.476 -2.103 0.0309 -0.0170 0.0342 -0.2210
C -0.419 -0.355 -1.366 -0.2674 0.1869 0.2539 -0.0454
Cl 1.036 -0.925 -2.069 0.2516 0.3817 -0.5960 0.0520
H -0.981 0.729 -3.115 0.0450 -0.0014 -0.1000 0.2364
H -3.046 1.643 -2.105 -0.0434 0.0585 -0.0594 0.2360
C -3.991 1.189 0.382 -0.3445 -0.0242 0.0610 0.9746
F -4.274 2.438 -0.012 0.1570 0.1714 -0.1767 -0.3191
F -3.967 1.201 1.721 0.2370 -0.0704 0.1817 -0.3201
F -5.057 0.438 0.036 0.0198 -0.1599 -0.1387 -0.3252
H -2.166 -0.438 1.526 -0.0297 -0.0509 0.0952 0.2375
C 0.721 -1.085 1.890 0.2443 0.3728 0.2283 -0.3025
H -0.009 -0.716 2.616 0.1362 -0.0439 -0.0740 0.2281
H 1.272 -1.921 2.321 -0.0011 0.0950 0.1836 0.2258
C 1.711 0.058 1.581 -0.2685 -0.5393 0.1408 0.6534
O 1.617 1.140 2.115 -0.0030 0.2668 0.2944 -0.6019
N 2.642 -0.293 0.682 0.4228 -0.0862 -0.2586 -0.6238
H 2.646 -1.242 0.324 -0.0406 0.1690 0.0596 0.4345
C 3.670 0.622 0.210 -0.0544 0.2682 0.3536 -0.2624
C 3.121 1.980 -0.086 -0.5078 -0.2753 -0.7797 0.2845
C 2.143 2.398 -0.942 0.5345 -0.3134 0.3275 -0.3109
C 2.044 3.799 -0.769 0.3067 0.2684 0.3765 -0.3117
C 2.969 4.124 0.172 -0.6238 0.4638 -0.4794 0.0867
O 3.625 3.030 0.588 0.3887 -0.2689 0.2924 -0.3927
H 3.248 5.061 0.611 0.1102 0.0663 0.1199 0.2012
H 1.376 4.464 -1.277 -0.1079 0.2140 -0.0568 0.2248
H 1.569 1.786 -1.607 -0.0830 -0.1922 -0.1191 0.2218
H 4.107 0.181 -0.689 0.0129 0.0327 0.1198 0.2224
H 4.450 0.737 0.972 0.0041 -0.0253 -0.1709 0.2177
```
Positions in Å, forces in eV/Å.